The following is a quantum chemistry calculation of C27H30IrNO as an isolated structure in a non-equilibrium geometry, from OMol25.

Multiplicity: 6
Kohn-Sham gap (spin up / spin down): 2.16 / 5.46 eV
Largest force on an atom: 5.53 eV/A
Total charge: -1

Each line ends with the Mulliken spin population.
Atoms and positions in Å:
Ir1 -0.223 -0.857 0.294  0.411
C1 -1.869 -0.124 1.633  0.127
C2 -1.833 0.793 0.458  0.226
C3 -2.045 -0.057 -0.701  0.086
H1 -1.655 1.801 0.487  -0.037
C4 -2.179 -1.381 -0.344  0.031
C5 -2.089 -1.528 1.110  0.002
H2 -2.162 -2.360 1.692  0.005
H3 -1.720 0.158 2.601  -0.126
H4 -2.011 0.383 -1.739  -0.007
H5 -2.340 -2.258 -1.043  0.014
C6 1.937 -0.573 1.051  0.187
C7 1.390 -1.880 1.372  -0.032
C8 1.031 -2.603 0.144  0.046
H6 1.279 -2.289 2.375  -0.012
C9 1.336 -1.659 -0.964  0.096
C10 1.869 -0.463 -0.381  -0.039
H7 2.139 0.441 -0.958  0.001
H8 2.283 0.139 1.725  0.045
H9 0.684 -3.556 0.055  0.003
H10 1.138 -1.836 -2.004  0.007
O1 0.079 1.840 -1.257  0.818
C11 0.264 0.669 -4.001  0.689
C12 -0.192 2.091 -3.932  0.144
C13 -0.791 -0.514 -4.153  -0.025
C14 1.821 0.467 -4.324  0.007
C15 -0.177 2.597 -2.313  0.040
H11 -1.185 2.390 -4.284  0.017
H12 0.368 2.896 -4.429  0.009
H13 0.432 3.532 -2.261  0.098
H14 -1.177 3.097 -2.126  0.077
H15 -0.979 -1.185 -5.042  0.037
H16 -1.710 -0.145 -3.749  -0.006
H17 -0.441 -1.092 -3.300  0.016
H18 2.313 0.305 -5.320  0.033
H19 2.134 -0.304 -3.628  0.011
H20 2.196 1.341 -3.815  -0.009
C16 1.157 0.911 6.357  -0.007
C17 0.573 -0.063 5.542  0.305
C18 0.344 0.198 4.195  0.372
C19 0.685 1.466 3.623  -0.159
C20 1.294 2.435 4.478  0.493
C21 1.526 2.153 5.828  0.317
N1 0.429 1.691 2.321  0.473
C22 0.723 2.868 1.675  -0.047
C23 -0.262 3.887 1.579  -0.008
C24 0.092 5.157 1.081  0.022
C25 1.379 5.382 0.596  -0.013
C26 2.343 4.383 0.650  0.004
C27 2.020 3.108 1.151  0.023
H21 1.327 0.701 7.419  0.007
H22 0.289 -1.039 5.935  0.054
H23 -0.112 -0.546 3.546  0.064
H24 1.564 3.395 4.049  0.021
H25 1.992 2.915 6.447  0.056
H26 -1.251 3.672 1.961  0.001
H27 -0.674 5.933 1.074  0.004
H28 1.645 6.383 0.185  -0.001
H29 3.363 4.548 0.289  0.002
H30 2.746 2.305 1.209  0.025

Atoms 1-3, force components in eV/Å:
Ir 0.0 -0.6 0.8
C -1.2 -0.5 -5.1
C -1.1 -4.9 2.3